Density functional theory data (ωB97M-V/def2-TZVPD) for the ion C9H11N2O3S with charge +1 at a distorted geometry.

Each line ends with the Löwdin charge.
CARTESIAN COORDINATES (ANGSTROEM)
C -0.3111 -0.1698 3.0299  0.000
C -0.9256 -0.8142 2.0064  0.068
N -0.4965 -0.0488 0.7815  0.054
C -1.7896 0.7049 -0.0993  -0.248
O -1.1275 1.1573 -1.2114  0.003
C -1.2604 0.1546 -2.1597  -0.164
C -2.6503 -0.3780 -1.8707  -0.096
O -2.7346 -0.1791 -0.4368  0.021
C 0.5800 0.8960 1.2028  -0.257
C 1.8102 0.3828 0.6234  -0.543
N 1.7397 -0.5244 -0.2762  0.063
C 3.0379 -0.7926 -0.7941  -0.175
C 3.9840 -0.1389 -0.1796  -0.400
S 3.4164 0.9926 0.9550  1.133
O 0.5431 0.8447 2.6223  -0.010
H -0.2202 -0.1821 4.0739  0.130
H -1.7806 -1.3837 1.8117  0.111
H -0.1225 -0.6594 0.1067  0.090
H -2.0719 1.5189 0.5804  0.192
H -0.5364 -0.7181 -2.0805  0.143
H -1.3206 0.4732 -3.2710  0.175
H -3.4997 0.1100 -2.4504  0.158
H -2.8230 -1.4268 -2.0560  0.130
H 0.3434 2.0037 0.9169  0.210
H 3.1870 -1.6346 -1.5059  0.135
H 5.0288 -0.1882 -0.3191  0.072

Atomic forces in eV per Å
C 0.400 0.316 -2.397
C 1.833 3.195 0.272
N -2.856 1.060 1.121
C 1.476 0.471 0.362
O 0.218 0.895 0.731
C -0.888 -2.345 -3.457
C -1.266 -0.165 -0.684
O -0.104 0.194 0.491
C -2.167 1.752 0.625
C 1.904 0.588 -0.146
N 1.522 -0.716 -1.421
C -2.806 -2.456 -0.640
C 1.723 1.576 0.779
S -1.147 -0.218 0.288
O -0.300 -0.581 -0.129
H -0.688 -0.851 1.270
H -0.818 -1.162 0.509
H 1.049 -1.230 -1.305
H -0.064 -0.346 -0.142
H -0.308 1.367 0.164
H 0.820 0.193 2.047
H 1.072 0.094 1.199
H 0.433 -0.413 0.019
H 0.370 -2.006 0.203
H -0.291 0.996 0.547
H 0.883 -0.206 -0.305

Its spin multiplicity is 1. Its HOMO-LUMO gap is 10.35 eV. Its SMILES is C1=C[N@@H+](C2OCCO2)[C@H](c2nccs2)O1. The energy relative to the best compared isomer or geometry (same formula, charge and spin) comes out at 0.8558 eV. The total charge is +1. As for the HOMO energy: -13.14 eV.